1.
This record from OMol25 describes an isolated molecule of C21H23N3O4 in a non-equilibrium geometry. The level of theory is ωB97M-V/def2-TZVPD.

Geometry as XYZ:
```
51
Properties=species:S:1:pos:R:3:forces:R:3
C 4.26240 3.32729 -2.78781 0.2 -0.1 0.1
H 4.84974 3.76671 -3.59011 0.0 0.1 -0.1
H 4.20539 4.04971 -1.97683 0.0 0.1 0.0
C 4.90067 2.02090 -2.33007 -0.3 0.0 -0.1
H 5.91419 2.21545 -1.97230 0.1 -0.1 0.0
H 4.97738 1.35154 -3.18773 0.1 0.0 0.0
C 4.10688 1.32553 -1.21774 0.3 -0.1 0.0
C 4.32917 2.01184 0.12977 -0.2 -0.1 -0.2
H 5.35744 1.87768 0.46183 0.2 0.0 0.1
H 4.13736 3.07716 0.03955 0.0 0.1 0.1
H 3.65549 1.61993 0.88919 0.0 0.0 0.1
H 3.03803 1.37195 -1.45867 0.0 0.0 0.0
C 4.51566 -0.17419 -1.13775 0.0 0.5 -0.2
N 4.02735 -0.84575 0.04468 0.4 -0.3 0.2
C 2.70096 -1.18046 0.12350 -0.5 -0.2 0.0
C 2.02888 -1.35126 1.33052 0.1 0.1 -0.1
C 0.70386 -1.74401 1.35334 -0.2 0.0 -0.2
C 0.01434 -1.97685 0.16681 0.4 0.0 -0.2
C 0.69400 -1.84182 -1.04502 0.0 0.1 0.2
C 2.01541 -1.45223 -1.07332 -0.1 0.1 0.5
N 2.73019 -1.36511 -2.26813 -0.5 -0.3 -0.2
C 3.98825 -0.87926 -2.38525 0.5 0.1 0.1
O 4.61099 -0.94558 -3.42291 0.1 0.0 -0.1
H 2.31297 -1.76956 -3.09686 0.2 0.1 0.0
H 0.16374 -2.06403 -1.95885 -0.1 0.0 -0.1
C -1.40484 -2.41407 0.09186 -0.1 -0.1 0.2
O -1.86245 -2.95959 -0.89654 0.0 0.0 -0.3
N -2.15726 -2.17474 1.19642 0.0 0.0 0.2
H -1.78913 -1.59995 1.93595 0.1 0.0 -0.1
C -3.57392 -2.46050 1.23255 -0.1 -0.2 -0.1
C -4.40267 -1.20223 1.28545 0.1 0.1 0.0
C -4.15146 -0.17966 0.38185 0.0 -0.1 0.1
C -4.87834 1.00715 0.39015 -0.3 0.2 0.1
C -5.86887 1.12509 1.33437 0.0 -0.5 0.3
C -6.13059 0.10048 2.24463 0.2 0.4 -0.5
C -5.40945 -1.06774 2.24493 -0.2 0.2 0.0
H -5.62200 -1.85010 2.95467 0.0 -0.1 0.1
O -7.15883 0.47579 3.06858 0.3 -0.4 0.0
C -7.54688 1.76350 2.64004 -0.9 0.7 0.5
O -6.72699 2.16842 1.56545 0.4 0.0 -0.3
H -8.59941 1.74188 2.31353 0.3 -0.1 0.0
H -7.44154 2.47637 3.47348 0.1 -0.2 -0.2
H -4.68070 1.79793 -0.31342 0.0 0.1 -0.1
H -3.37342 -0.31369 -0.35407 0.1 0.0 -0.1
H -3.78792 -3.01759 0.31392 0.0 0.0 0.2
H -3.79847 -3.09788 2.09383 0.0 0.0 -0.1
H 0.22760 -1.89226 2.31092 0.0 0.0 0.1
H 2.56079 -1.18307 2.25592 0.1 0.0 0.1
H 4.47105 -0.57810 0.91014 -0.1 0.0 -0.1
H 5.60896 -0.24028 -1.14390 -0.2 0.0 -0.1
H 3.25606 3.14928 -3.16053 -0.1 0.0 -0.1
```
Forces are in eV/Å.

Computed properties:
Structure (SMILES): CC[C@H](C)[C@H]1Nc2ccc(C(=O)NCc3ccc4c(c3)OCO4)cc2NC1=O
HOMO-LUMO gap in hartree: 0.317
Energy relative to the best compared isomer or geometry (same formula, charge and spin) in kcal per mole: 26.9
Total charge: 0
HOMO in eV: -8.0

Charge distribution, Mulliken scheme, values in e: -1.3699, 0.3949, 0.3081, -0.4099, 0.3248, 0.3846, 0.6917, -1.6140, 0.3696, 0.4215, 0.3403, 0.2264, -0.3711, -0.2394, 0.8262, -1.1433, -0.5669, 0.1898, -0.9667, 0.5166, -0.0913, 0.0259, -0.6680, 0.2438, 0.4572, 0.4640, -0.6840, -0.1554, 0.2736, -1.1316, 0.5264, -0.2977, -1.0437, 1.0123, 0.8634, -1.2525, 0.3861, -0.4935, -0.2333, -0.4829, 0.2423, 0.2403, 0.4292, 0.4143, 0.3910, 0.3432, 0.4519, 0.3750, 0.3728, 0.3580, 0.3501



2.
This record from OMol25 describes a structure of composition C5H16MnN6O10 in a non-equilibrium geometry. The level of theory is ωB97M-V/def2-TZVPD.

Geometry as XYZ:
```
38
Properties=species:S:1:pos:R:3:forces:R:3
Mn -0.13827 -0.01409 0.25211 0.0 0.0 -0.4
O -3.19157 1.35020 -1.73763 -0.4 0.1 0.0
C -3.11321 0.01614 -1.34903 0.0 -1.5 0.8
O -4.09550 -0.67935 -1.59215 0.1 0.3 -0.2
O -2.04940 -0.31514 -0.76072 0.1 0.7 -0.1
H -4.05602 1.35818 -2.17052 0.0 0.3 -0.1
O 2.18387 -1.40462 2.58944 -0.2 -0.2 0.1
C 2.26234 -0.03967 2.39667 0.4 0.7 0.0
O 1.50704 0.42842 1.50198 -0.4 -0.1 -0.4
O 3.05863 0.57900 3.09668 0.0 -0.1 0.1
H 2.76906 -1.52730 3.34702 0.1 -0.2 0.0
O -1.21367 1.43575 1.47190 -0.5 0.4 0.6
H -0.86786 2.20581 1.93582 0.3 -0.1 0.0
H -2.17261 1.47557 1.54729 0.0 0.0 -0.3
C -0.93889 -2.05065 2.50304 -0.2 -0.6 -1.0
O -0.70394 -1.69763 1.33835 -0.1 -0.3 1.2
N -0.40656 -3.20556 2.98573 -0.2 0.3 0.2
N -1.82768 -1.40864 3.30240 0.5 -0.4 0.1
H 0.34204 -3.63085 2.47276 0.0 0.1 -0.1
H -0.71850 -3.61811 3.84353 0.1 0.0 0.1
H -1.97622 -1.74115 4.23565 -0.1 0.3 0.1
H -2.31503 -0.60997 2.95042 0.0 0.0 0.0
C 0.14709 2.64666 -1.78195 0.1 0.6 -0.9
O 0.41660 1.72991 -1.00864 0.3 0.0 0.2
N -0.98934 2.66787 -2.53312 1.5 -0.3 0.9
N 1.03420 3.67473 -1.98457 -0.6 -0.2 -0.2
H -1.65327 1.96037 -2.23023 -0.6 0.4 -0.4
H -1.24845 3.48120 -3.05604 -0.2 0.0 0.0
H 0.80026 4.39821 -2.63927 0.2 0.1 0.1
H 1.90216 3.71133 -1.48674 0.0 -0.1 0.1
C 1.78296 -1.37130 -1.87392 0.0 0.5 0.4
O 0.83168 -1.29204 -1.09795 0.1 -0.5 -0.2
N 2.53961 -0.28570 -2.17193 0.3 -0.1 -0.3
N 2.13296 -2.55993 -2.41958 -0.1 0.3 -0.1
H 2.38435 0.56613 -1.65954 -0.3 0.0 0.0
H 3.10763 -0.23965 -2.99734 0.1 -0.1 0.1
H 1.52053 -3.33248 -2.23505 0.1 -0.1 -0.1
H 2.95293 -2.66168 -2.98490 0.0 -0.1 0.0
```
Forces are in eV/Å.

Computed properties:
HOMO-LUMO gap (alpha / beta) in hartree: 0.297 / 0.320
Spin multiplicity: 6
Energy relative to the best compared isomer or geometry (same formula, charge and spin) in kcal per mole: 0.0
<S²>: 8.7520
Total charge: 0
HOMO (alpha / beta) in eV: -7.8 / -8.4

Charge distribution, Mulliken scheme, values in e: 1.7403, -0.5502, 0.5392, -0.6961, -0.5605, 0.2736, -0.4246, 0.4752, -0.6533, -0.7029, 0.2733, -0.4626, 0.2379, 0.2622, 0.7668, -0.5702, -0.4246, -0.3808, 0.2192, 0.1538, 0.1557, 0.1829, 0.4761, -0.5007, -0.3186, -0.4250, 0.2979, 0.1921, 0.1518, 0.2417, 0.5887, -0.5453, -0.3635, -0.4588, 0.2044, 0.2080, 0.2394, 0.1577



Look up the total charge of the second one. 0